Entry 1:
{"formula": "C5H6O2", "method": "the ωB97M-V functional and the def2-TZVPD basis", "symbols": ["O", "C", "C", "C", "C", "C", "O", "H", "H", "H", "H", "H", "H"], "xyz": [[0.09872, -0.30090, 1.68759], [0.28170, 2.64108, 0.28149], [0.37445, 1.34741, 0.09799], [0.37712, 0.06846, 0.38929], [0.53650, -1.17388, -0.43372], [-0.83088, -1.84160, -0.47862], [-1.09643, -2.87456, 0.08038], [0.14929, 0.50117, 2.22354], [1.12971, 3.23019, 0.62612], [-0.66427, 3.16253, 0.14312], [1.22438, -1.84307, 0.09234], [0.90066, -0.96831, -1.44484], [-1.60570, -1.26677, -1.03209]], "atomic_forces_ev_per_a": [[0.091, 0.052, 0.347], [0.032, -0.123, -0.074], [-0.098, -0.035, 0.376], [0.015, 0.174, -0.185], [0.064, -0.019, 0.013], [-0.098, -0.293, 0.175], [0.139, 0.424, -0.379], [-0.153, -0.168, 0.066], [-0.028, -0.008, -0.273], [0.156, -0.031, -0.092], [-0.056, 0.056, -0.170], [-0.134, 0.086, 0.147], [0.069, -0.114, 0.048]], "smiles": "C=C=C(O)CC=O", "relative_energy_kcal_mol": 56.3}

=====

Entry 2:
{"formula": "C34H37BrN5O2PtSi2", "method": "the ωB97M-V functional and the def2-TZVPD basis", "symbols": ["Pt", "C", "Si", "C", "C", "C", "C", "C", "C", "C", "Si", "C", "C", "H", "H", "H", "H", "H", "H", "H", "H", "H", "H", "H", "H", "H", "H", "H", "H", "C", "C", "N", "C", "C", "N", "H", "H", "H", "H", "H", "H", "O", "C", "N", "C", "C", "O", "N", "C", "C", "C", "C", "C", "C", "C", "C", "C", "C", "C", "C", "H", "H", "H", "H", "H", "H", "H", "H", "H", "H", "H", "Br", "C", "C", "C", "C", "N", "C", "H", "H", "H", "H"], "xyz": [[0.13450, -1.00559, -0.09627], [2.90752, 0.69848, 1.18034], [2.28454, -0.30512, -0.32464], [2.58557, 0.82206, -1.82717], [3.53766, -1.69930, -0.53479], [4.90026, -1.52938, -0.80154], [5.74197, -2.62287, -0.93038], [5.22242, -3.90767, -0.79372], [3.87100, -4.08229, -0.53817], [3.00790, -2.98788, -0.40584], [1.10735, -3.12723, -0.11561], [0.69345, -4.09296, -1.68880], [1.08762, -3.95581, 1.59258], [2.83682, 1.76596, 0.96791], [3.95501, 0.46581, 1.39321], [2.32430, 0.48328, 2.07831], [3.57379, 1.29163, -1.77382], [1.84021, 1.61618, -1.87223], [2.54021, 0.23613, -2.74925], [5.31183, -0.52892, -0.91126], [6.79733, -2.48237, -1.13831], [5.87495, -4.76882, -0.89354], [3.48223, -5.09359, -0.44417], [1.17284, -5.07642, -1.72624], [1.12610, -3.48271, -2.48628], [-0.37283, -4.22022, -1.86538], [0.92422, -5.03651, 1.57837], [0.29236, -3.51114, 2.19086], [2.04965, -3.74995, 2.06657], [-1.72256, 0.85442, -2.38357], [-1.58542, 1.46082, -1.03644], [-0.79070, 1.03003, -0.08748], [-1.03678, 1.80845, 1.01889], [-2.00121, 2.71914, 0.72871], [-2.32514, 2.50374, -0.59286], [-0.85514, 0.22116, -2.56782], [-1.79570, 1.61646, -3.16243], [-2.61616, 0.22774, -2.41480], [-0.50903, 1.64596, 1.94293], [-2.48850, 3.46797, 1.32696], [-3.10544, 2.89678, -1.08654], [-3.55963, 0.01696, 0.15557], [-3.31214, -1.17903, 0.16856], [-4.32890, -2.12416, 0.21519], [-3.80191, -3.45465, 0.36106], [-2.28093, -3.13214, 0.25874], [-1.45490, -4.02174, 0.32001], [-2.08007, -1.80028, 0.12803], [-4.17168, -4.38671, -0.78198], [-3.80031, -5.72872, -0.71891], [-4.07508, -6.58323, -1.77330], [-4.72623, -6.11141, -2.90686], [-5.09116, -4.77681, -2.97772], [-4.81083, -3.91755, -1.92155], [-4.15598, -4.03865, 1.72351], [-3.30196, -3.91314, 2.81461], [-3.68794, -4.37644, 4.06485], [-4.92936, -4.96977, 4.24215], [-5.78614, -5.10048, 3.15823], [-5.39800, -4.64094, 1.90858], [-5.23672, -1.84574, 0.54470], [-3.27522, -6.09080, 0.15528], [-3.77111, -7.62104, -1.71503], [-4.93816, -6.78014, -3.73195], [-5.58951, -4.39593, -3.86088], [-5.07966, -2.87111, -1.98056], [-2.32366, -3.46825, 2.68542], [-3.00815, -4.27852, 4.90197], [-5.22536, -5.33434, 5.21803], [-6.75544, -5.56748, 3.28336], [-6.06124, -4.76220, 1.05960], [-1.47724, 6.04733, -2.04684], [-0.23346, 5.32316, -0.82091], [0.01206, 5.95900, 0.38066], [0.92254, 5.37033, 1.24280], [1.52567, 4.18113, 0.86282], [1.28271, 3.57857, -0.29741], [0.42072, 4.14213, -1.12828], [-0.49413, 6.88118, 0.63207], [1.15293, 5.82164, 2.19855], [2.22284, 3.68190, 1.52518], [0.23566, 3.63251, -2.06796]], "atomic_forces_ev_per_a": [[-0.342, -0.415, -0.005], [0.016, 0.038, -0.009], [-0.013, 0.172, 0.003], [-0.012, -0.056, -0.033], [0.008, -0.078, 0.000], [-0.005, -0.007, 0.035], [0.009, -0.004, -0.002], [0.009, -0.009, -0.004], [-0.011, -0.011, 0.026], [-0.017, -0.007, -0.055], [0.347, 0.630, -0.049], [-0.097, -0.176, 0.079], [-0.120, -0.174, -0.051], [-0.027, 0.018, -0.011], [0.003, 0.004, -0.011], [0.012, -0.020, 0.003], [-0.003, 0.009, -0.007], [-0.006, 0.024, 0.002], [-0.022, 0.000, 0.004], [-0.001, 0.003, 0.006], [0.001, 0.000, 0.000], [0.003, 0.001, -0.001], [-0.006, 0.003, 0.007], [0.019, 0.003, 0.026], [-0.039, -0.068, -0.096], [-0.010, 0.018, -0.009], [0.019, -0.006, -0.057], [0.001, -0.030, 0.053], [-0.014, -0.022, 0.079], [0.005, -0.003, -0.007], [-0.054, -0.015, -0.053], [0.079, 0.040, 0.051], [-0.070, -0.034, 0.011], [-0.010, -0.032, 0.022], [0.166, -0.031, 0.010], [0.003, 0.005, -0.003], [0.001, 0.000, 0.000], [-0.001, -0.001, 0.008], [0.004, 0.001, -0.003], [0.034, 0.032, -0.013], [0.018, 0.047, 0.004], [0.029, -0.003, -0.007], [-0.076, 0.042, 0.052], [-0.027, -0.043, -0.199], [0.018, 0.048, 0.048], [-0.092, 0.072, 0.061], [-0.003, -0.058, -0.009], [0.235, -0.055, -0.025], [0.022, -0.016, -0.017], [0.011, 0.007, -0.006], [0.000, -0.003, 0.000], [0.000, 0.001, 0.000], [0.000, 0.001, 0.004], [-0.022, -0.006, 0.013], [-0.008, 0.006, 0.011], [0.003, -0.009, -0.011], [-0.004, -0.001, 0.004], [0.005, 0.004, 0.002], [-0.001, 0.002, -0.002], [-0.004, 0.004, 0.000], [0.031, 0.006, 0.077], [0.001, 0.000, -0.001], [-0.001, 0.000, 0.001], [-0.001, 0.000, 0.001], [-0.001, 0.000, 0.001], [0.004, 0.002, 0.001], [-0.001, 0.005, 0.005], [0.000, 0.001, 0.000], [0.001, 0.000, 0.000], [0.000, 0.000, 0.000], [-0.001, 0.000, 0.000], [-0.076, 0.011, -0.059], [-0.026, 0.051, 0.074], [0.002, 0.000, -0.019], [-0.019, 0.003, 0.017], [-0.093, 0.022, -0.013], [0.158, 0.121, 0.109], [0.027, -0.074, -0.054], [-0.001, 0.000, 0.000], [0.000, -0.001, 0.000], [0.029, 0.003, -0.007], [0.005, 0.008, -0.003]], "total_charge": -1, "relative_energy_kcal_mol": 6.3}

=====

Entry 3:
{"formula": "C44H87NO12S2", "method": "the ωB97M-V functional and the def2-TZVPD basis", "symbols": ["C", "C", "O", "C", "C", "C", "C", "C", "C", "C", "C", "C", "C", "C", "O", "C", "C", "C", "S", "C", "C", "C", "C", "C", "C", "S", "C", "C", "N", "C", "C", "O", "H", "H", "H", "H", "H", "H", "H", "H", "H", "H", "H", "H", "H", "H", "H", "H", "H", "H", "H", "H", "H", "H", "H", "H", "H", "H", "H", "H", "H", "H", "H", "H", "H", "C", "C", "O", "H", "H", "H", "H", "H", "H", "C", "C", "O", "H", "H", "H", "H", "H", "H", "C", "C", "O", "H", "H", "H", "H", "H", "H", "C", "C", "O", "H", "H", "H", "H", "H", "H", "C", "C", "O", "H", "H", "H", "H", "H", "H", "C", "C", "O", "H", "H", "H", "H", "H", "H", "C", "C", "O", "H", "H", "H", "H", "H", "H", "C", "C", "O", "H", "H", "H", "H", "H", "H", "C", "C", "O", "H", "H", "H", "H", "H", "H"], "xyz": [[-0.43703, 1.40161, 3.43811], [-0.83747, 2.32374, 2.13659], [-2.27499, 2.26596, 1.98289], [-2.68689, 2.52065, 0.61184], [-3.38919, 1.19446, -0.04207], [-2.79621, -0.04764, 0.82195], [-3.73512, -0.55448, 1.97730], [-3.31693, -1.70670, 2.93587], [-1.89245, -2.33786, 2.67152], [-1.47462, -3.53305, 3.67542], [-1.57380, -4.89907, 2.76404], [-0.95468, -1.83147, 1.51744], [-1.38335, -0.65767, 0.54313], [-0.40780, -0.11582, -0.61956], [-0.52077, 1.04015, -1.10858], [0.76192, -1.12054, -1.09560], [1.46270, -0.98520, -2.50125], [1.03696, 0.12719, -3.57868], [2.07688, 1.68646, -3.44231], [0.79431, 3.05416, -3.20383], [1.37637, 4.48645, -3.67413], [2.63649, -1.94318, -2.93866], [3.42174, -1.83502, -4.32487], [3.72743, -3.23721, -5.04621], [2.49293, -3.75968, -5.98327], [1.14311, -4.39259, -4.87672], [3.10613, -3.09431, -1.96450], [2.41100, -3.25524, -0.58667], [2.89872, -4.35990, 0.28211], [1.24745, -2.28824, -0.14980], [0.50986, -2.43969, 1.27503], [1.15684, -3.02289, 2.19477], [0.13148, 2.06003, 4.17929], [0.18791, 0.49111, 3.08908], [-1.39292, 0.97677, 3.89906], [-0.23771, 1.89445, 1.26396], [-0.43108, 3.39595, 2.30134], [-3.48643, 3.35760, 0.67682], [-1.80814, 2.90072, -0.00858], [-3.13098, 1.05389, -1.14402], [-4.52523, 1.24643, 0.16132], [-4.76888, -0.08326, 2.17982], [-4.00038, -2.03629, 3.78752], [-2.28474, -3.64552, 4.47958], [-0.42854, -3.35671, 4.09370], [-1.91689, -5.81135, 3.36216], [-2.38321, -4.67332, 1.97182], [-0.56387, -5.02224, 2.24601], [-0.06970, 0.44919, -3.46741], [1.10543, -0.30034, -4.65257], [-0.16994, 2.74002, -3.74057], [0.64431, 3.11285, -2.06029], [0.66647, 4.89006, -4.47243], [1.47199, 5.14066, -2.74624], [2.38429, 4.27321, -4.19354], [4.45354, -1.36825, -4.07424], [2.94791, -1.14257, -5.09833], [4.12041, -4.05300, -4.34815], [4.58812, -3.03040, -5.79774], [2.10667, -2.87833, -6.59787], [2.95701, -4.55820, -6.67013], [1.68085, -5.46007, -4.14305], [3.96291, -3.78347, -2.25494], [3.79062, -4.72541, -0.11615], [3.21651, -3.89035, 1.15503], [-6.17904, 3.84545, -1.51680], [-7.41087, 2.96521, -1.44850], [-7.47395, 2.30587, -0.18914], [-5.27385, 3.24992, -1.37106], [-6.11526, 4.35384, -2.48196], [-6.19671, 4.59838, -0.72311], [-7.37889, 2.20148, -2.22841], [-8.32223, 3.55675, -1.58177], [-7.51119, 2.98733, 0.49529], [2.09806, 2.87856, -8.49169], [1.02927, 3.57855, -7.67646], [0.49695, 2.69069, -6.69869], [1.68561, 1.99552, -8.98709], [2.51138, 3.54771, -9.25010], [2.91150, 2.53226, -7.84706], [0.20899, 3.90347, -8.32046], [1.43824, 4.45735, -7.16792], [1.22866, 2.41364, -6.12591], [-2.94019, 0.83953, -6.51245], [-2.31742, 0.37670, -7.81483], [-1.67483, 1.46442, -8.46513], [-3.66702, 1.63514, -6.69641], [-3.44307, 0.01271, -6.00429], [-2.17807, 1.25174, -5.84450], [-3.08400, -0.01424, -8.48764], [-1.57944, -0.41247, -7.63655], [-0.99162, 1.79860, -7.86593], [-3.41017, -5.63580, 8.06266], [-2.69629, -5.12911, 6.82521], [-3.37426, -5.56473, 5.65478], [-3.46056, -6.72774, 8.05624], [-2.89559, -5.31171, 8.97049], [-4.44053, -5.26904, 8.09250], [-1.67524, -5.51482, 6.78873], [-2.65265, -4.03519, 6.81914], [-4.27374, -5.21245, 5.69038], [5.65154, -3.06472, 4.58478], [5.92273, -2.44471, 3.22854], [5.09650, -3.04645, 2.23901], [5.83931, -4.14130, 4.55881], [6.28455, -2.61465, 5.35343], [4.60376, -2.93041, 4.86902], [6.96414, -2.59970, 2.93853], [5.72537, -1.36828, 3.24411], [4.17575, -2.89722, 2.49776], [3.32543, 3.68979, 1.45907], [2.25426, 4.40659, 2.25704], [1.70116, 3.52923, 3.23184], [2.90945, 2.80841, 0.96324], [3.75613, 4.34974, 0.70196], [4.12661, 3.33803, 2.11585], [1.44545, 4.73707, 1.60062], [2.66566, 5.28237, 2.76574], [2.42175, 3.24894, 3.81242], [-2.04290, -5.86859, -2.24761], [-1.78138, -6.57802, -0.93370], [-2.80147, -6.26332, 0.00641], [-2.07964, -4.78626, -2.09827], [-1.26234, -6.09769, -2.97745], [-3.01059, -6.16656, -2.66246], [-0.82463, -6.26142, -0.51241], [-1.75488, -7.66353, -1.07392], [-3.64370, -6.55392, -0.36828], [-1.94691, 2.55625, 6.79693], [-2.21141, 1.16668, 7.33915], [-1.34091, 0.22833, 6.72122], [-2.09368, 2.57988, 5.71412], [-2.61248, 3.28954, 7.25932], [-0.91093, 2.85384, 6.98491], [-3.23984, 0.86365, 7.13059], [-2.05434, 1.13248, 8.42226], [-0.43428, 0.49907, 6.91786], [5.89589, 7.98254, 2.17653], [4.66027, 7.10724, 2.24338], [4.59159, 6.44918, 3.50322], [6.79836, 7.38387, 2.32468], [5.96345, 8.48956, 1.21099], [5.87945, 8.73642, 2.96917], [4.69108, 6.34282, 1.46442], [3.75163, 7.70261, 2.10738], [4.55564, 7.13181, 4.18662]], "atomic_forces_ev_per_a": [[-0.376, 0.262, -0.822], [1.524, -0.697, 1.465], [1.058, 0.415, -1.571], [-0.955, 0.615, -0.256], [0.951, -0.588, 1.732], [0.280, -1.394, 0.854], [2.934, -2.213, 0.374], [2.865, 2.203, -4.155], [-0.623, 1.779, -0.398], [-0.765, -0.236, -1.552], [-0.220, 1.157, -0.063], [-1.849, 1.097, -0.210], [-2.368, -1.141, 2.643], [-0.008, 0.759, -0.055], [0.260, -3.936, 1.413], [2.526, -2.324, -1.106], [0.864, -1.458, 1.053], [-1.053, -0.779, 0.193], [-1.126, 0.018, -0.396], [-0.134, 0.260, 1.106], [-0.126, -1.511, -0.548], [-1.352, -1.210, 3.138], [0.685, -0.195, 0.649], [0.131, 0.575, -1.465], [2.295, -0.261, 1.091], [-0.090, -0.424, -0.225], [-3.362, 3.234, 0.861], [-0.063, 1.521, -1.788], [0.463, 2.510, -0.775], [-0.026, 0.908, -2.055], [1.484, -0.869, 1.191], [-2.149, 1.811, -2.760], [-0.822, -1.230, -0.981], [-0.868, 1.605, 0.698], [1.328, 0.691, -0.569], [-1.249, 0.601, 0.813], [-1.062, -1.594, -0.239], [1.260, -1.276, -0.271], [-1.228, -0.690, 0.764], [-0.467, 0.370, 1.522], [1.845, -0.187, -0.575], [1.975, -0.606, -0.719], [1.273, 0.397, -1.385], [1.373, 0.529, -1.087], [-1.591, -0.310, -0.507], [0.784, 1.342, -0.762], [1.384, -0.668, 1.181], [-1.498, -0.195, 0.661], [1.914, -0.599, 0.137], [0.135, 0.648, 1.874], [1.477, 0.585, 0.853], [-0.183, -0.284, -1.993], [1.029, -0.188, 1.280], [-0.007, -0.649, -1.606], [-1.396, 0.741, 0.954], [-1.681, -0.645, -0.342], [0.432, -0.896, 1.259], [-0.833, 1.155, -0.936], [-1.245, -0.262, 1.258], [0.225, -1.375, 0.931], [-1.134, 1.146, 0.921], [0.096, 1.173, -1.042], [-1.357, 1.056, 0.544], [-1.061, 0.386, 0.123], [-0.774, -0.829, -0.643], [0.133, 0.041, -0.121], [0.114, 0.269, 0.269], [-0.050, -0.174, 0.127], [-0.091, -0.004, -0.084], [0.036, 0.029, 0.073], [-0.062, 0.041, -0.096], [-0.054, -0.053, 0.204], [0.021, 0.020, -0.203], [0.008, -0.185, -0.152], [0.067, -0.056, -0.141], [0.342, -0.093, 0.022], [-0.216, -0.079, 0.117], [-0.046, 0.133, -0.013], [0.025, -0.064, 0.038], [0.013, 0.129, -0.017], [-0.044, -0.089, 0.176], [-0.006, 0.092, -0.128], [-0.179, -0.042, 0.035], [-0.146, -0.053, 0.156], [0.236, 0.340, 0.198], [-0.003, 0.021, -0.255], [0.021, -0.112, -0.049], [0.019, 0.056, 0.038], [0.009, -0.104, -0.021], [0.135, 0.096, -0.057], [-0.130, -0.168, 0.059], [-0.022, -0.051, 0.051], [0.043, -0.081, 0.161], [-0.365, 0.063, 0.150], [-0.060, -0.065, -0.234], [0.091, 0.087, -0.009], [-0.084, -0.012, -0.009], [0.077, 0.086, 0.051], [-0.118, 0.009, -0.192], [0.174, 0.021, 0.162], [0.204, -0.125, -0.031], [0.068, -0.066, 0.140], [-0.323, -0.027, 0.221], [-0.105, -0.086, -0.268], [0.066, 0.107, -0.026], [-0.070, -0.031, 0.006], [0.071, 0.097, 0.021], [-0.160, -0.035, -0.151], [0.156, 0.040, 0.085], [0.230, 0.104, 0.093], [-0.005, -0.063, -0.152], [0.361, -0.037, 0.148], [0.029, 0.043, 0.138], [-0.021, 0.114, -0.028], [0.033, -0.090, 0.006], [0.026, 0.150, -0.023], [-0.088, -0.150, 0.148], [-0.003, 0.026, -0.175], [-0.155, 0.090, -0.139], [0.095, 0.103, -0.101], [-0.326, 0.031, -0.191], [-0.095, -0.038, 0.157], [0.099, -0.087, 0.027], [-0.078, 0.027, -0.038], [0.088, -0.086, -0.042], [-0.166, -0.001, 0.138], [0.185, -0.014, -0.083], [0.200, 0.083, 0.100], [-0.140, 0.181, -0.084], [0.391, 0.192, -0.027], [0.002, -0.287, 0.019], [-0.053, -0.029, 0.107], [0.076, 0.020, -0.015], [-0.065, 0.024, 0.090], [0.156, -0.137, -0.044], [-0.189, 0.093, 0.066], [-0.210, -0.078, -0.117], [0.131, 0.034, -0.107], [0.144, 0.310, 0.243], [-0.034, -0.139, 0.149], [-0.104, -0.003, -0.081], [0.028, 0.026, 0.077], [-0.064, 0.040, -0.105], [-0.047, -0.039, 0.207], [0.014, 0.021, -0.204], [0.014, -0.192, -0.140]], "smiles": "CCOCCc1ccc(CC)c2c1C(=O)c1c(CSCC)c(CCCS)cc(N)c1C2=O.CCO.CCO.CCO.CCO.CCO.CCO.CCO.CCO.CCO"}

=====

no.,HOMO-LUMO gap (eV)
1,9.71
2,6.71
3,6.94